Entry from the Open Molecules 2025 dataset: 2 unconnected molecules or ions with the total composition C32H33N4 in a non-equilibrium geometry (the ωB97M-V functional and the def2-TZVPD basis).

The calculation puts the LUMO energy at -0.1892 hartree. The calculation puts the relative energy (zero: lowest compared OMol25 entry of this formula, charge and spin) at 27.14 kcal per mole. As for the strongest force on any atom: 1.91 eV/Å. The charge is +1. The energy is -39672.3234 eV.

The geometry in XYZ format:
```
69
Properties=species:S:1:pos:R:3:forces:R:3:mulliken_charge:R:1
C 0.8923 -4.7577 -2.4247 0.702 0.028 0.199 -1.192
C -0.4177 -4.0731 -2.3295 -1.774 0.693 -0.184 0.348
N -0.7671 -2.7803 -2.2057 0.536 -1.429 -0.695 -0.117
C -2.1502 -2.7495 -2.3136 -0.300 -0.785 0.009 -0.685
C -2.6608 -4.0275 -2.4304 0.629 -0.236 -0.002 0.291
C -4.0210 -4.6355 -2.4663 -0.874 0.201 -0.068 -1.176
N -1.5443 -4.8440 -2.4598 0.450 0.213 0.255 -0.079
H 1.7037 -4.0160 -2.4718 -0.222 -0.408 0.036 0.234
H 1.0287 -5.4099 -1.5406 0.161 0.311 -0.403 0.294
H 0.9485 -5.3993 -3.3305 -0.061 0.478 0.518 0.371
H -2.7147 -1.8197 -2.3744 0.262 -0.295 0.303 0.456
H -4.7467 -3.8069 -2.4677 0.089 -0.414 -0.018 0.297
H -4.2249 -5.2591 -3.3651 0.328 0.459 0.473 0.312
H -4.2497 -5.2667 -1.5783 0.336 0.453 -0.471 0.291
H -1.5221 -5.8653 -2.5127 -0.225 0.738 -0.007 0.252
C 5.8359 -0.6302 2.8903 -0.304 0.065 0.005 -0.856
N 4.6118 -1.4348 2.7560 0.522 -0.424 -0.782 0.211
C 4.0532 -1.9044 3.9882 -0.295 -0.467 0.556 0.199
C 3.5494 -1.0046 4.9354 -0.162 -0.197 -0.246 -0.080
C 2.9814 -1.4746 6.1183 0.101 -0.213 0.010 -0.735
C 2.9599 -2.8496 6.3858 0.105 0.131 -0.197 -0.384
C 3.5073 -3.7505 5.4643 -0.056 0.138 0.104 -0.581
C 4.0532 -3.2804 4.2707 -0.135 0.492 -0.163 -0.180
C 3.7239 -1.0814 1.7000 -0.440 -0.041 -0.114 0.017
C 3.4280 -1.9440 0.6129 0.066 0.145 0.602 -0.468
C 2.4793 -1.5960 -0.3367 -0.436 0.043 0.055 -0.473
C 1.7290 -0.3765 -0.2657 0.874 0.005 0.286 0.821
C 0.6968 -0.1540 -1.2305 0.358 0.678 0.235 0.278
C -0.0191 1.0534 -1.5022 -0.264 0.735 -0.242 0.660
C -0.7672 1.1508 -2.7207 0.009 -0.268 0.270 -0.560
C -1.5174 2.2727 -3.0448 -0.230 0.439 0.401 -0.694
C -1.5447 3.4037 -2.1907 0.036 -0.448 0.105 0.186
N -2.3878 4.5304 -2.4093 0.083 0.001 -0.940 0.221
C -1.7050 5.8029 -2.6983 0.176 -0.370 0.103 -0.872
C -3.6050 4.6202 -1.6535 -0.687 -0.090 0.280 0.176
C -3.6068 5.0904 -0.3338 -0.017 -0.337 -0.117 -0.120
C -4.7955 5.1380 0.3951 -0.155 0.029 -0.182 -0.703
C -6.0024 4.7677 -0.2107 0.203 0.007 -0.085 -0.378
C -6.0153 4.3416 -1.5443 0.041 0.076 0.173 -0.614
C -4.8227 4.2688 -2.2627 0.482 -0.017 0.263 -0.178
C -0.7160 3.3800 -1.0635 0.183 -0.515 0.352 -0.318
C -0.0174 2.2372 -0.7011 -0.157 0.361 -0.345 -0.752
C 2.1702 0.5325 0.7506 0.231 -0.229 0.190 -0.659
C 3.1094 0.1764 1.7082 -0.463 0.147 -0.324 -0.446
H 6.1102 -0.2489 1.9017 0.081 -0.043 0.233 0.348
H 5.7047 0.2066 3.5893 0.059 0.039 -0.165 0.356
H 6.6456 -1.2592 3.2793 -0.190 0.083 -0.162 0.301
H 3.5774 0.0636 4.7123 -0.037 -0.255 0.183 0.202
H 2.5582 -0.7657 6.8327 0.151 -0.253 -0.186 0.354
H 2.5215 -3.2141 7.3166 0.146 0.099 -0.299 0.380
H 3.5111 -4.8229 5.6775 -0.023 0.397 -0.064 0.357
H 4.4755 -3.9508 3.5225 -0.094 0.078 0.250 0.399
H 3.9348 -2.9055 0.5868 -0.057 0.183 -0.168 0.430
H 2.2877 -2.2512 -1.1876 -0.058 0.003 0.380 0.242
H 0.4090 -1.0237 -1.8443 0.229 0.235 0.083 0.180
H -0.7218 0.3057 -3.4087 -0.194 0.146 0.167 0.497
H -2.1466 2.3028 -3.9290 0.206 -0.095 0.012 0.428
H -2.4464 6.6055 -2.7427 0.123 -0.230 0.004 0.346
H -0.9553 6.0491 -1.9334 -0.063 0.143 -0.079 0.361
H -1.2000 5.7281 -3.6696 -0.082 0.083 0.213 0.301
H -2.6600 5.3815 0.1240 -0.291 -0.018 -0.040 0.235
H -4.7825 5.4679 1.4367 -0.022 -0.073 -0.373 0.353
H -6.9337 4.8196 0.3572 0.306 -0.031 -0.194 0.380
H -6.9595 4.0680 -2.0244 0.362 0.100 0.188 0.354
H -4.7925 3.9318 -3.2984 -0.101 0.087 0.232 0.401
H -0.7093 4.2547 -0.4145 0.107 -0.279 -0.084 0.351
H 0.5157 2.2890 0.2290 -0.233 -0.042 -0.017 0.304
H 1.7992 1.5392 0.8194 -0.024 -0.217 0.065 0.217
H 3.3367 0.8539 2.5313 -0.008 -0.018 -0.375 0.312
```
Positions in Å, forces in eV/Å.

***

Entry from the Open Molecules 2025 dataset: 2 unconnected molecules or ions with the total composition C5H15NO2 in a non-equilibrium geometry (the ωB97M-V functional and the def2-TZVPD basis).

As for the SMILES: CNCC[C@H](C)O.O. The calculation puts the LUMO energy at 0.0096 hartree. The calculation puts the relative energy (zero: lowest compared OMol25 entry of this formula, charge and spin) at 83.79 kcal per mole. As for the strongest force on any atom: 6.47 eV/Å. The charge is 0. The energy is -11010.3128 eV.

The geometry in XYZ format:
```
23
Properties=species:S:1:pos:R:3:forces:R:3:mulliken_charge:R:1
C -0.2245 -0.7902 -0.8587 3.413 0.452 -0.306 -0.383
C -0.7714 0.6360 -1.0053 -0.629 0.592 -0.846 0.453
C -1.9281 0.6553 -1.9856 -1.006 1.712 -0.245 -1.373
O 0.1848 1.3005 -1.8414 3.505 4.439 3.140 -0.579
C -0.4033 -1.4923 0.5295 -1.152 -2.419 -1.595 -0.687
N 0.7158 -2.2362 1.1340 -0.086 3.494 2.256 -0.399
C 1.7066 -1.1946 1.7269 -2.822 -0.999 -0.856 -0.693
H 0.9288 -0.5048 -1.0786 -2.125 -1.175 1.153 0.163
H -0.4081 -1.3295 -1.8301 -0.414 0.000 1.329 0.218
H -0.9901 1.2840 -0.0579 0.395 -1.644 -1.432 0.339
H -2.8368 0.5023 -1.4140 -0.534 -0.979 -0.396 0.364
H -2.0715 1.7505 -2.3037 0.363 -1.621 0.035 0.305
H -1.7265 -0.0129 -2.8919 -0.593 0.948 1.430 0.314
H 0.7132 2.0471 -1.1963 -2.095 -3.269 -2.923 0.299
H -0.6427 -0.6885 1.1690 -0.300 0.758 1.117 0.374
H -1.3322 -2.2046 0.5433 1.538 1.282 -0.244 0.264
H 1.1022 -2.9511 0.6008 0.900 -1.041 -1.242 0.243
H 2.6105 -1.5921 2.1108 0.379 -0.997 1.114 0.379
H 1.0482 -0.6192 2.4754 1.533 -0.680 -1.076 0.133
H 2.1089 -0.6146 0.9169 -0.306 1.140 -0.416 0.264
H 0.8948 1.8120 2.6194 -2.055 1.579 -1.843 0.327
H 1.1183 2.5615 1.3094 -1.687 -0.096 0.918 0.316
O 0.3398 2.3656 1.9225 3.778 -1.475 0.925 -0.640
```
Positions in Å, forces in eV/Å.

***

Entry from the Open Molecules 2025 dataset: a single C6H10F4N2O molecule in a non-equilibrium geometry (the ωB97M-V functional and the def2-TZVPD basis).

As for the SMILES: [H]/N=N/[C@](F)(C(F)(F)F)[C@](C)(O)CC. The calculation puts the LUMO energy at 0.0228 hartree. The calculation puts the relative energy (zero: lowest compared OMol25 entry of this formula, charge and spin) at 19.29 kcal per mole. As for the strongest force on any atom: 5.12 eV/Å. The charge is 0. The energy is -22279.3245 eV.

The geometry in XYZ format:
```
23
Properties=species:S:1:pos:R:3:forces:R:3:mulliken_charge:R:1
C 1.2990 2.3403 0.5080 2.469 -0.754 -2.176 -1.214
C 1.0015 -0.6492 1.2543 -0.994 1.614 -0.023 -1.625
C 0.7097 1.2788 -0.4326 -0.848 -0.053 -1.584 -0.476
C -0.0367 0.1871 0.3675 1.056 -0.523 0.131 0.758
C -0.7171 -0.7640 -0.6371 -4.690 1.749 1.080 0.885
C 0.0800 -1.8256 -1.3496 1.709 -0.478 -1.268 0.578
N -3.0265 -1.1332 -0.1292 0.098 -0.405 -0.453 -0.628
N -1.8954 -1.4920 0.1835 0.258 -0.843 -0.414 0.020
O -0.9760 0.8087 1.2585 -1.497 1.525 -2.094 -0.601
F -1.4369 0.0176 -1.5837 1.545 -0.909 0.360 -0.355
F 0.5189 -2.7867 -0.5442 -0.450 -0.126 0.378 -0.241
F -0.6027 -2.3917 -2.3400 -0.358 0.115 0.182 -0.263
F 1.2321 -1.3322 -1.9338 -0.970 0.153 0.380 -0.281
H 1.6408 3.2476 -0.0897 0.338 -1.418 0.739 0.355
H 2.0603 1.8257 1.1553 -0.307 1.088 -0.688 0.275
H 0.5824 2.7485 1.1134 -2.013 0.667 1.710 0.384
H 0.6705 -1.6435 1.5845 -0.139 0.356 -0.480 0.332
H 0.9339 -0.0015 2.1940 1.314 -0.895 -1.167 0.461
H 1.9426 -0.7359 0.6128 -0.938 0.301 1.584 0.308
H 1.4512 0.7052 -1.1123 -0.943 1.483 1.121 0.310
H -0.0896 1.7768 -1.1305 1.551 -0.876 1.123 0.328
H -3.8131 -1.7291 0.3155 1.918 0.832 0.050 0.264
H -1.5286 1.5483 0.7355 1.892 -2.604 1.510 0.430
```
Positions in Å, forces in eV/Å.